(1)
A 2-piece molecular cluster, C6H15NO overall. Source: the Open Molecules 2025 dataset; level of theory: ωB97M-V/def2-TZVPD.

Each line ends with the Löwdin charge.
Geometry (Å):
C: 0.921734 -2.052629 0.478645  -0.07
C: 0.357565 -1.026362 -0.521372  -0.45
C: -0.154028 0.207757 0.226688  -0.17
C: -1.079989 1.113314 -0.548608  -0.36
C: -2.397536 0.985008 -0.405566  0.04
C: -0.466022 2.024292 -1.559412  -0.07
N: 1.325639 -0.648424 -1.513779  0.04
H: 1.920552 -1.743670 0.797555  0.08
H: 0.344924 -2.152079 1.401163  0.07
H: 0.990037 -3.020114 -0.017880  0.07
H: -0.478975 -1.485792 -1.035082  0.14
H: -0.606577 -0.091987 1.177858  0.10
H: 0.715487 0.798976 0.518346  0.12
H: -2.806314 0.235058 0.258512  0.06
H: -3.164791 1.578907 -0.882735  0.06
H: 0.385885 2.612346 -1.209281  0.08
H: -1.187995 2.692411 -2.025083  0.07
H: -0.075145 1.397415 -2.350648  0.07
H: 1.511461 -1.313686 -2.249321  0.08
H: 2.153648 -0.196905 -1.167156  0.08
H: 0.417748 0.544491 2.958180  0.02
H: 0.413711 -0.384384 4.199979  0.04
O: 0.958981 -0.073942 3.468996  -0.06

Cartesian forces (eV/Å) of the 6 atoms listed first:
0.094 0.100 0.032
0.185 -0.351 0.895
0.123 0.417 0.173
-0.441 -0.205 -0.021
-0.131 -0.112 0.357
0.027 0.185 -0.376

Multiplicity = 1
Highest occupied orbital energy = -8.671 eV
Kohn-Sham gap = 9.50 eV
Structure (SMILES) = C=C(C)C[C@H](C)N.O
E_LUMO = 0.8322 eV


(2)
A 3-piece molecular cluster, C6H15NO2 overall. Source: the Open Molecules 2025 dataset; level of theory: ωB97M-V/def2-TZVPD.

Each line ends with the Löwdin charge.
Geometry (Å):
C: 0.192271 -0.848455 -2.221360  -0.34
C: 0.760844 -0.534739 0.192232  -0.28
C: -0.193554 0.365212 -0.135406  -0.21
C: 0.359949 0.921511 2.204340  -0.13
C: -1.668452 0.191102 0.001356  -0.07
C: 0.347859 2.419452 2.085788  -0.20
N: -0.356567 -2.148586 -2.113838  0.03
O: 1.474271 -0.703716 -2.807248  -0.05
O: 0.576193 -1.769329 0.674334  0.04
H: 2.071570 -1.339648 -2.396562  0.08
H: -0.369102 -1.944504 0.783706  0.11
H: -0.467672 -0.162639 -2.744081  0.10
H: 1.805832 -0.303489 0.046058  0.14
H: 0.172856 1.301956 -0.528194  0.13
H: 0.196949 -2.766406 -1.531915  0.06
H: -0.540278 -2.609342 -3.006478  0.08
H: 1.287813 0.491604 2.575735  0.05
H: -0.512498 0.470745 2.673087  0.05
H: -2.140965 0.163882 -0.982261  0.08
H: -2.087628 1.027903 0.562370  0.08
H: -1.947846 -0.726941 0.521274  0.08
H: 0.449936 2.938746 3.051644  0.06
H: 1.170694 2.779986 1.457799  0.06
H: -0.582474 2.785694 1.637621  0.06

Cartesian forces (eV/Å) of the 6 atoms listed first:
0.145 -0.402 -1.345
-0.511 0.824 -0.253
0.535 -0.490 0.326
0.061 0.494 1.080
0.082 -0.027 -0.004
-0.005 0.066 -0.123

Multiplicity = 1
Highest occupied orbital energy (spin up / spin down) = -6.205 / -6.385 eV
Kohn-Sham gap (spin up / spin down) = 6.95 / 7.12 eV
E_LUMO (spin up / spin down) = 0.7467 / 0.7377 eV


(3)
C6H15NO2 as an isolated structure. Source: the Open Molecules 2025 dataset; level of theory: ωB97M-V/def2-TZVPD.

Each line ends with the Löwdin charge.
Geometry (Å):
C: -1.035181 1.878954 -1.017091  -0.45
C: 0.246056 0.861151 -1.906135  -0.21
C: -2.287415 1.032468 -0.855643  -0.06
O: -0.486814 2.340038 0.101377  -0.19
O: 1.508316 1.363987 -1.494866  -0.12
H: -0.069997 1.303610 0.779783  0.13
H: 1.319010 2.150882 -0.954690  0.08
H: -1.159322 2.658575 -1.779074  0.12
H: 0.265134 -0.234671 -1.970241  0.09
H: 0.035558 1.167959 -2.937162  0.09
H: -2.125610 0.215154 -0.153316  0.06
H: -3.089158 1.658207 -0.457637  0.08
H: -2.607034 0.620795 -1.811630  0.08
C: 1.784831 -2.560822 1.335330  -0.09
N: 0.455769 0.114015 0.879225  0.06
C: -0.127868 -0.951689 1.631268  -0.16
C: 0.442004 -2.132448 1.840120  -0.15
H: 0.312923 0.028728 -0.208639  0.11
H: 1.465286 0.166512 0.989866  0.13
H: -1.143804 -0.753458 1.947955  0.11
H: -0.110991 -2.862855 2.416869  0.10
H: 2.168399 -1.905425 0.553430  0.07
H: 1.725914 -3.568243 0.922636  0.08
H: 2.513994 -2.591427 2.148265  0.08

Cartesian forces (eV/Å) of the 6 atoms listed first:
1.438 -2.374 -1.599
-1.371 2.291 -0.285
0.034 0.353 -0.063
0.960 -0.712 1.838
-0.131 -0.280 0.051
-0.529 1.191 -0.923

Multiplicity = 1
Highest occupied orbital energy = -8.476 eV
Kohn-Sham gap = 9.21 eV
E_LUMO = 0.7372 eV